C4H6O2 | ωB97M-V/def2-TZVPD

Each line ends with the Löwdin charge.
Element x y z (Å)
1 O -0.47 -1.57 -1.12  0.09
2 O -2.70 0.19 0.38  -0.06
3 C 1.11 0.87 0.27  -0.03
4 C 1.52 -0.59 0.12  -0.08
5 C 0.19 -0.66 -0.68  -0.41
6 C 0.01 0.81 -0.50  -0.02
7 H -2.39 -0.57 -0.13  0.02
8 H 1.54 -1.21 1.02  0.11
9 H 2.43 -0.76 -0.47  0.11
10 H -0.76 1.51 -0.79  0.11
11 H -2.02 0.30 1.06  0.03
12 H 1.55 1.68 0.84  0.11

Values from the calculation:
- energy above the lowest of the compared OMol25 structures with the same formula, charge and spin (eV) = 1.960
- lowest unoccupied orbital energy (eV) = 0.4
- highest occupied orbital energy (eV) = -10.101



C4H6O2 | ωB97M-V/def2-TZVPD

Each line ends with the Löwdin charge.
Element x y z (Å)
1 O -0.13 -0.19 1.19  -0.02
2 O -0.22 -1.93 -0.33  -0.05
3 C -0.39 -0.72 -0.96  -0.11
4 C -0.19 0.29 -0.13  -0.35
5 C -0.22 1.74 -0.34  -0.02
6 C 0.48 -1.40 0.96  -0.13
7 H -1.15 2.15 0.06  0.09
8 H 1.56 -1.19 0.74  0.14
9 H 0.63 2.23 0.14  0.09
10 H 0.34 -2.12 1.77  0.14
11 H -0.17 1.94 -1.41  0.09
12 H -0.64 -0.60 -2.01  0.14

Values from the calculation:
- energy above the lowest of the compared OMol25 structures with the same formula, charge and spin (eV) = 2.028
- lowest unoccupied orbital energy (eV) = 1.0
- SMILES = CC1=COCO1
- highest occupied orbital energy (eV) = -8.253



C4H6O2 | ωB97M-V/def2-TZVPD

Each line ends with the Löwdin charge.
Element x y z (Å)
1 O 0.17 -1.52 0.65  -0.02
2 O 2.75 0.66 0.32  0.04
3 C 2.47 -0.47 -0.09  -0.16
4 C -0.32 -0.62 -0.34  -0.28
5 C 1.12 -1.19 -0.38  -0.19
6 C -0.69 0.82 -0.05  -0.05
7 H -1.60 0.99 0.62  0.10
8 H 0.13 1.37 0.51  0.09
9 H -0.92 1.26 -1.05  0.09
10 H -0.90 -1.18 -1.16  0.15
11 H 1.41 -2.05 -0.94  0.11
12 H 3.29 -1.09 -0.51  0.11

Values from the calculation:
- energy above the lowest of the compared OMol25 structures with the same formula, charge and spin (eV) = 2.679
- lowest unoccupied orbital energy (eV) = 0.4
- SMILES = C[C@@H]1O[C@@H]1C=O
- highest occupied orbital energy (eV) = -9.990



C4H6O2 | ωB97M-V/def2-TZVPD

Each line ends with the Löwdin charge.
Element x y z (Å)
1 O 1.43 -0.49 1.08  -0.08
2 O -2.53 -0.43 -0.59  -0.05
3 C -1.76 -1.35 -0.74  -0.20
4 C 0.44 -0.23 0.04  -0.25
5 C 1.82 0.53 0.24  -0.14
6 C -0.17 0.96 0.40  0.11
7 H 2.45 0.32 -0.63  0.12
8 H 2.05 1.47 0.75  0.12
9 H -0.75 1.51 -0.35  0.10
10 H -0.19 1.34 1.43  0.11
11 H -1.36 -1.94 0.11  0.08
12 H -1.42 -1.69 -1.74  0.09

Values from the calculation:
- energy above the lowest of the compared OMol25 structures with the same formula, charge and spin (eV) = 6.574
- lowest unoccupied orbital energy (eV) = -0.1
- highest occupied orbital energy (eV) = -8.708



Number 1: E_tot -306.43427 hartree, molar mass 86.09 g/mol. Number 2: E_tot -306.43177 hartree, molar mass 86.09 g/mol. Number 3: E_tot -306.40783 hartree, molar mass 86.09 g/mol. Number 4: E_tot -306.26469 hartree, molar mass 86.09 g/mol.